Record 1
Here is a structure of composition C33H32Cl3N6OPbSi from OMol25. Energies are from ωB97M-V with the def2-TZVPD basis set.

Geometry (Å):
Pb  0.2999  0.4058  0.8051
Cl  6.9649  -3.7256  0.6895
C  5.3530  -3.0813  0.6519
C  5.1411  -1.7860  0.2354
C  3.8485  -1.2942  0.2141
Cl  3.6129  0.3321  -0.3765
C  2.7131  -2.0263  0.6199
O  1.4631  -1.5832  0.6231
C  3.0045  -3.3470  1.0150
Cl  1.6856  -4.3561  1.5182
C  4.2835  -3.8710  1.0341
H  5.9697  -1.1606  -0.0760
H  4.4413  -4.8946  1.3486
C  0.6109  -0.1440  5.5645
C  1.0936  1.0955  5.9624
C  1.3200  2.0829  5.0168
C  1.0526  1.8176  3.6805
N  0.5551  0.6362  3.3194
C  0.3499  -0.3282  4.2239
C  1.3426  2.7652  2.5555
C  1.7833  4.0686  2.7986
C  2.1311  4.9112  1.7545
C  2.0382  4.4706  0.4402
C  1.5742  3.1880  0.1797
C  1.2316  2.3493  1.2290
H  0.4472  -0.9477  6.2720
H  1.3074  1.2905  7.0065
H  1.7196  3.0398  5.3239
H  -0.0306  -1.2747  3.8468
H  1.8592  4.4415  3.8122
H  2.4879  5.9120  1.9699
H  2.3262  5.1212  -0.3776
H  1.4903  2.8375  -0.8490
C  0.8050  0.2320  -4.2767
N  -0.1197  1.2582  -3.8007
C  -0.6730  2.2012  -4.7731
C  -0.3078  1.3892  -2.4672
N  0.3391  0.6948  -1.5835
N  -1.2580  2.3451  -2.1189
C  -1.8834  2.6118  -0.8956
N  -2.8261  3.5904  -1.0069
N  -1.5872  2.0069  0.1950
H  0.5871  0.0253  -5.3187
H  0.6623  -0.6978  -3.7279
H  1.8484  0.5417  -4.1882
H  -0.2129  2.0124  -5.7337
H  -0.4450  3.2351  -4.5131
H  -1.7514  2.0796  -4.8966
H  1.0488  0.0858  -1.9740
H  -1.6571  2.8375  -2.8941
H  -3.1231  3.9609  -1.8905
H  -3.4021  3.7982  -0.2135
H  -2.1395  2.3457  0.9781
C  -5.1372  0.4518  -1.4943
C  -5.1335  0.4024  -0.1047
C  -4.0656  -0.1857  0.5663
C  -2.9848  -0.7251  -0.1358
C  -3.0122  -0.6870  -1.5320
C  -4.0777  -0.1013  -2.2079
Si  -1.5669  -1.5361  0.7424
C  -1.1410  -3.0993  -0.1297
C  -0.3776  -3.1346  -1.2979
C  -0.1259  -4.3358  -1.9421
C  -0.6307  -5.5239  -1.4191
C  -1.3873  -5.5034  -0.2556
C  -1.6392  -4.2942  0.3877
H  -5.9728  0.9014  -2.0196
H  -5.9708  0.8053  0.4569
H  -4.0848  -0.2330  1.6547
H  -2.2037  -1.1384  -2.1036
H  -4.0939  -0.1025  -3.2943
H  -1.8794  -1.7025  2.1777
H  0.0547  -2.2165  -1.6875
H  0.4786  -4.3538  -2.8441
H  -0.4214  -6.4663  -1.9144
H  -1.7743  -6.4285  0.1609
H  -2.2282  -4.2918  1.3035

Forces on atoms 1 to 3 (eV/Å):
Pb -0.4 -0.9 0.0
Cl 0.0 0.0 0.0
C 0.0 -0.1 0.0

spin multiplicity = 1
orbital gap = 7.32 eV
E_HOMO = -9.7 eV
total charge = +1



Record 2
Here is a cluster of 6 separate species, C33H32F5NO3P2S in total in a non-equilibrium geometry from OMol25. Energies are from ωB97M-V with the def2-TZVPD basis set.

Geometry (Å):
N  -4.8720  -1.8925  -0.3196
P  -3.3742  -1.5341  -0.6840
C  -3.3104  0.0905  -1.6605
O  -3.9174  1.0672  -0.8085
C  -2.9012  1.3028  0.1438
O  -3.1036  1.8614  1.1211
O  -1.6689  0.8169  -0.3105
C  -1.9102  0.7940  -1.7506
P  -0.6725  -0.0540  -2.8453
S  1.0246  0.8938  -2.8079
H  -5.4679  -1.1512  -0.7014
H  -2.6186  -1.4063  0.5200
H  -2.8087  -2.5961  -1.4590
H  -3.6389  0.0009  -2.7070
H  -1.9572  1.8817  -1.9555
H  -0.5741  -1.4251  -2.4703
H  -1.2471  -0.0710  -4.1454
F  -6.7246  0.1698  -1.3282
C  -7.9135  0.7040  -0.9802
C  -7.9839  2.0501  -0.6811
C  -9.2080  2.6005  -0.3279
C  -10.3398  1.7969  -0.2687
C  -10.2497  0.4436  -0.5679
C  -9.0292  -0.1078  -0.9318
H  -7.0884  2.6572  -0.7252
H  -9.2790  3.6559  -0.0980
H  -11.2933  2.2273  0.0115
H  -11.1307  -0.1834  -0.5177
H  -8.9399  -1.1585  -1.1766
F  4.2976  1.1685  2.1853
C  3.0668  1.7217  2.2219
C  2.9091  2.9798  2.7696
C  1.6435  3.5490  2.8021
C  0.5540  2.8500  2.2973
C  0.7294  1.5839  1.7545
C  1.9953  1.0163  1.7108
H  3.7695  3.5048  3.1650
H  1.5071  4.5375  3.2219
H  -0.4340  3.2934  2.3270
H  -0.1201  1.0394  1.3655
H  2.1537  0.0341  1.2835
F  4.7393  -1.9259  5.8506
C  5.7439  -1.7472  4.9738
C  6.9027  -2.4887  5.1153
C  7.9366  -2.3081  4.2080
C  7.8026  -1.3819  3.1786
C  6.6343  -0.6413  3.0535
C  5.5942  -0.8280  3.9533
H  6.9897  -3.1984  5.9283
H  8.8464  -2.8876  4.3018
H  8.6124  -1.2387  2.4731
H  6.5321  0.0820  2.2553
H  4.6748  -0.2680  3.8673
F  -3.0761  1.2785  -4.5548
C  -3.4796  2.5684  -4.6586
C  -4.7745  2.8395  -5.0513
C  -5.1861  4.1610  -5.1508
C  -4.2957  5.1893  -4.8668
C  -2.9949  4.8978  -4.4777
C  -2.5830  3.5771  -4.3669
H  -5.4506  2.0240  -5.2757
H  -6.2008  4.3888  -5.4503
H  -4.6177  6.2198  -4.9492
H  -2.3002  5.6988  -4.2605
H  -1.5739  3.3290  -4.0571
F  10.0775  -5.9277  -0.7183
C  9.0249  -5.7994  0.1107
C  8.2955  -6.9214  0.4542
C  7.2132  -6.7882  1.3132
C  6.8685  -5.5367  1.8083
C  7.6087  -4.4170  1.4498
C  8.6981  -4.5489  0.5994
H  8.5751  -7.8867  0.0517
H  6.6381  -7.6608  1.5960
H  6.0212  -5.4341  2.4752
H  7.3372  -3.4425  1.8332
H  9.2927  -3.6897  0.3150

Forces on atoms 1 to 3 (eV/Å):
N 0.8 0.8 -0.6
P -2.4 -0.8 0.2
C 2.2 0.8 -1.1

spin multiplicity = 1
orbital gap = 9.17 eV
E_HOMO = -8.8 eV
total charge = 0
SMILES = N=[PH2][C@H]1OC(=O)O[C@H]1[PH2]=S.Fc1ccccc1.Fc1ccccc1.Fc1ccccc1.Fc1ccccc1.Fc1ccccc1



Record 3
Here is a structure of composition C33H32FIN3RuS in a non-equilibrium geometry from OMol25. Energies are from ωB97M-V with the def2-TZVPD basis set.

Geometry (Å):
Ru  -0.3104  1.5255  -0.2907
I  -0.6033  -0.0449  2.1159
C  0.9780  1.1653  2.7887
C  1.2302  1.1596  4.1277
C  2.3377  1.8784  4.6209
C  3.1577  2.5412  3.7555
C  2.9024  2.5443  2.3638
C  3.7837  3.2067  1.4660
C  3.5682  3.1785  0.1226
C  2.4281  2.5223  -0.3931
C  1.5163  1.9295  0.4423
C  1.7629  1.8694  1.8500
H  0.6004  0.6017  4.8075
H  2.5396  1.8805  5.6845
H  4.0264  3.0752  4.1220
H  4.6459  3.7218  1.8746
H  4.2568  3.6663  -0.5567
H  2.2636  2.5216  -1.4589
C  -3.7057  -1.0321  -2.6222
C  -2.6381  -0.1798  -1.9360
C  -3.1689  0.3904  -0.6182
C  -2.1284  0.9533  -2.8073
C  -3.0154  1.6990  -3.5701
C  -2.5664  2.7271  -4.3793
C  -1.2135  3.0079  -4.4598
C  -0.2844  2.2924  -3.7201
C  1.1877  2.6202  -3.8542
C  1.6780  2.3944  -5.2875
C  1.4643  4.0621  -3.4062
C  -0.7592  1.2881  -2.8601
N  0.1454  0.5595  -2.0059
C  0.7957  -0.5335  -2.4770
C  0.6338  -0.9841  -3.8119
C  1.3029  -2.0946  -4.2676
C  2.1527  -2.8035  -3.4143
C  2.3306  -2.3952  -2.0963
C  1.6628  -1.2847  -1.6476
F  1.8320  -0.9044  -0.3825
H  -3.8966  -1.9332  -2.0364
H  -3.3891  -1.3374  -3.6201
H  -4.6512  -0.4944  -2.7113
H  -1.8011  -0.8372  -1.7066
H  -4.0868  0.9609  -0.7771
H  -2.4704  1.1079  -0.1629
H  -3.3610  -0.3956  0.1139
H  -4.0723  1.4625  -3.5440
H  -3.2733  3.3026  -4.9646
H  -0.8714  3.8007  -5.1152
H  1.7484  1.9423  -3.2110
H  1.1534  3.0489  -5.9874
H  1.5289  1.3621  -5.6108
H  2.7444  2.6187  -5.3563
H  1.0449  4.7729  -4.1215
H  2.5404  4.2435  -3.3536
H  1.0258  4.2746  -2.4293
H  -0.0316  -0.4346  -4.4661
H  1.1671  -2.4211  -5.2900
H  2.6729  -3.6815  -3.7750
H  2.9814  -2.9297  -1.4164
C  -5.0295  4.6166  -2.1852
C  -4.5338  4.0923  -0.8699
C  -5.3997  3.6634  0.1290
C  -4.8351  3.1462  1.2773
N  -3.5140  3.0579  1.4536
C  -2.7735  3.5207  0.4522
S  -1.0073  3.4953  0.6912
N  -3.2091  4.0259  -0.6993
H  -6.0332  5.0293  -2.0978
H  -5.0605  3.8031  -2.9145
H  -4.3484  5.3757  -2.5620
H  -6.4734  3.7364  0.0124
H  -5.4526  2.7756  2.0891

Forces on atoms 1 to 3 (eV/Å):
Ru 0.1 1.0 0.6
I 0.1 0.0 0.1
C -0.2 -0.1 -0.1

spin multiplicity = 5
orbital gap (spin up / spin down) = 7.50 / 5.84 eV
E_HOMO (spin up / spin down) = -10.7 / -11.0 eV
total charge = +1
expectation value of S² = 6.0697



Record 4
Here is a structure of composition C33H32NO6S2 in a non-equilibrium geometry from OMol25. Energies are from ωB97M-V with the def2-TZVPD basis set.

Geometry (Å):
C  4.1756  0.7275  0.4313
C  3.5791  1.9918  0.4552
C  2.9035  2.4273  1.5959
C  2.8274  1.5814  2.6978
S  1.8155  2.0111  4.1194
C  0.2445  1.1674  3.8046
C  -0.2415  0.2978  4.9239
S  -0.7156  2.4750  2.9899
C  -2.4012  1.9654  2.5706
C  -2.5816  0.9190  1.6728
C  -3.8555  0.6039  1.2082
C  -4.9471  1.3900  1.5902
C  -4.7651  2.4439  2.4906
C  -3.4952  2.7298  2.9926
O  -1.0146  3.6611  3.7661
O  -0.0463  2.6073  1.6980
O  2.4025  1.3972  5.2842
O  1.6845  3.4443  4.0207
C  3.5375  0.3817  2.7385
C  4.1558  -0.0728  1.5748
H  4.6683  0.3723  -0.4765
H  3.6261  2.6436  -0.4198
H  2.4436  3.4115  1.6237
H  -1.2885  0.6520  5.0719
H  0.2588  0.6685  5.8449
H  -1.7075  0.3649  1.3378
H  -3.9786  -0.2457  0.5329
H  -5.9340  1.1793  1.1836
H  -5.6113  3.0584  2.8039
H  -3.3435  3.5492  3.6917
H  3.5837  -0.1810  3.6681
H  4.6328  -1.0565  1.5761
C  -2.1727  -3.1061  7.9856
C  -2.9952  -1.9746  7.4084
C  -4.1698  -2.5578  6.6597
C  -3.4579  -1.0845  8.5479
O  -2.1430  -1.1337  6.5301
C  -1.6985  -1.6165  5.3317
C  -0.2551  -1.1264  5.0331
N  0.3217  -2.0656  4.0833
C  0.4226  -2.7385  3.0184
C  0.8052  -4.1970  3.1086
C  1.7052  -4.7897  2.2014
C  2.1195  -6.1135  2.3783
C  1.6643  -6.8495  3.4753
C  0.7780  -6.2685  4.3890
C  0.3520  -4.9479  4.2079
C  0.2890  -2.1543  1.6658
C  -0.0321  -2.9417  0.5584
C  -0.0959  -2.3842  -0.7134
C  0.1053  -1.0119  -0.8861
C  0.3727  -0.1993  0.2239
C  0.4430  -0.7698  1.4998
O  -2.3558  -2.2381  4.5153
H  -1.2538  -2.7327  8.4503
H  -2.7677  -3.6211  8.7515
H  -1.9183  -3.8386  7.2099
H  -4.8131  -1.7711  6.2461
H  -3.8169  -3.2038  5.8491
H  -4.7822  -3.1663  7.3474
H  -4.1026  -0.2670  8.2051
H  -4.0470  -1.6674  9.2701
H  -2.6112  -0.6543  9.0863
H  0.2936  -1.4579  5.9296
H  2.0676  -4.1866  1.3583
H  2.8079  -6.5490  1.6522
H  2.0091  -7.8667  3.6216
H  0.4152  -6.8273  5.2515
H  -0.3411  -4.4658  4.9064
H  -0.1847  -4.0022  0.7113
H  -0.2911  -3.0326  -1.5623
H  0.0565  -0.5615  -1.8845
H  0.5154  0.8807  0.1068
H  0.6337  -0.1389  2.3860

Forces on atoms 1 to 3 (eV/Å):
C -0.1 0.0 0.0
C 0.1 -0.1 0.1
C 0.0 -0.1 -0.2

spin multiplicity = 1
orbital gap = 6.63 eV
E_HOMO = -4.2 eV
total charge = -1



Record 5
Here is a structure of composition C33H33BCl2N10NiOSi from OMol25. Energies are from ωB97M-V with the def2-TZVPD basis set.

Geometry (Å):
Ni  -0.4436  -0.3999  -0.4772
C  1.3032  3.3783  2.2076
C  0.5965  2.4340  2.9283
N  0.0608  1.5102  0.7851
N  0.3203  2.7274  0.1167
C  1.0634  3.6148  0.8532
B  -0.4416  2.8425  -1.2048
N  -1.8692  2.2094  -1.0591
C  -3.0368  2.8706  -0.9119
C  -4.0300  1.9512  -0.6622
C  -3.3622  0.7209  -0.6578
N  -2.0697  0.8875  -0.9051
N  0.3177  2.0328  -2.3039
C  0.9375  2.5084  -3.4040
C  1.5201  1.4454  -4.0587
C  1.1969  0.3371  -3.2663
N  0.4783  0.7020  -2.2120
N  -0.6365  4.2669  -1.7324
C  -1.3480  4.5563  -2.8493
C  -1.2812  5.9128  -3.0565
C  -0.4871  6.3785  -1.9927
N  -0.1065  5.3856  -1.2065
H  2.0370  3.9984  2.7072
H  0.7483  2.2563  3.9828
H  1.4453  4.4741  0.3287
H  -3.0904  3.9438  -0.9865
H  -5.0751  2.1423  -0.4881
H  -3.7721  -0.2623  -0.4902
H  0.9379  3.5574  -3.6456
H  2.0928  1.4689  -4.9704
H  1.4690  -0.6917  -3.4206
H  -1.8491  3.7862  -3.4131
H  -1.7325  6.4792  -3.8533
H  -0.1834  7.3894  -1.7699
C  2.6715  -4.1445  0.2912
Si  1.8780  -2.7999  -0.7878
C  3.1384  -2.3455  -2.1345
C  -0.0510  -2.9649  -2.8319
N  1.2647  -1.5320  0.1586
C  1.7588  -1.2483  1.4087
C  3.1301  -1.3307  1.7386
C  3.6094  -1.0953  3.0154
C  2.7518  -0.7409  4.0452
C  1.4030  -0.5914  3.7566
C  0.9273  -0.8248  2.4806
O  -0.4374  -0.7055  2.2244
C  -1.0614  0.4316  2.6618
C  -0.5368  1.7553  2.1562
C  -1.6444  2.7760  2.1680
C  -2.7651  2.6214  2.9089
C  -3.0659  1.4029  3.5622
C  -2.2283  0.3003  3.3519
H  2.9308  -5.0386  -0.2732
H  2.0064  -4.4356  1.1088
H  3.5897  -3.7644  0.7420
H  2.9007  -2.8135  -3.0929
H  4.1309  -2.6949  -1.8390
H  3.1951  -1.2649  -2.2755
H  0.6557  -2.9740  -3.6676
H  -0.3399  -1.9303  -2.6297
H  -0.9391  -3.5133  -3.1523
H  3.8226  -1.5633  0.9386
H  4.6737  -1.1767  3.2082
H  3.1162  -0.5728  5.0504
H  0.6968  -0.2971  4.5250
H  0.9697  1.0927  0.9826
H  -1.4482  3.7054  1.6508
H  -3.4698  3.4422  2.9830
H  -3.9729  1.2941  4.1412
H  -2.5172  -0.6914  3.6803
Cl  -1.8316  -2.2577  -0.3380
C  -1.3724  -3.9146  -0.1719
C  -2.1174  -4.7123  0.6835
C  -1.8150  -6.0538  0.8288
C  -0.7915  -6.6125  0.0821
C  -0.0551  -5.8058  -0.7689
Cl  1.1224  -6.5645  -1.7880
C  -0.2786  -4.4230  -0.8915
N  0.5711  -3.6372  -1.6869
H  -2.9280  -4.2635  1.2428
H  -2.3911  -6.6680  1.5082
H  -0.5668  -7.6689  0.1331

Forces on atoms 1 to 3 (eV/Å):
Ni 0.7 0.5 -0.5
C 0.0 0.0 0.0
C 0.0 -0.1 0.1

spin multiplicity = 4
orbital gap (spin up / spin down) = 5.78 / 5.71 eV
E_HOMO (spin up / spin down) = -3.2 / -3.5 eV
total charge = -1
expectation value of S² = 3.8146



Record 6
Here is a structure of composition C33H33N7O2OsS in a non-equilibrium geometry from OMol25. Energies are from ωB97M-V with the def2-TZVPD basis set.

Geometry (Å):
Os  12.7212  10.0906  11.9802
C  5.9796  11.4946  12.3544
C  7.4175  11.4106  12.7568
C  7.8802  10.8251  13.9473
C  9.2354  10.6694  14.2086
C  10.1704  11.0392  13.2722
N  11.5521  10.7351  13.4477
C  12.1490  11.1280  14.6426
C  11.8555  12.3763  15.2038
C  12.5941  12.8412  16.2314
C  13.6305  12.0482  16.7642
C  14.4805  12.5728  17.8631
C  13.8933  10.7793  16.2624
C  13.1618  10.3332  15.1744
N  13.5495  9.0845  14.6366
C  13.6614  7.9098  15.2120
C  14.0706  6.9812  14.2555
C  14.1279  7.6613  13.1091
N  13.7997  8.9561  13.2825
C  9.7364  11.6683  12.0857
C  8.3720  11.8752  11.8501
N  10.6683  12.2491  11.1855
C  10.3836  13.2229  10.2818
C  11.4293  13.2913  9.3933
C  12.3096  12.2610  9.7522
N  11.8525  11.6395  10.8594
H  5.3605  12.2443  12.9130
H  5.4343  10.5371  12.4349
H  5.9202  11.7999  11.2812
H  7.1435  10.5123  14.6576
H  9.5622  10.1886  15.1085
H  11.0684  12.9504  14.7660
H  12.4512  13.8246  16.6666
H  15.4098  13.0535  17.5056
H  14.8155  11.7087  18.4674
H  13.9663  13.3501  18.4620
H  14.7117  10.1504  16.5750
H  13.4083  7.7907  16.2532
H  14.1975  5.9223  14.4140
H  14.3769  7.2422  12.1340
H  8.0534  12.3419  10.9586
H  9.4682  13.7503  10.2926
H  11.6088  13.9393  8.5288
H  13.2463  11.9584  9.3162
O  13.9481  9.8357  10.4969
C  14.3093  8.7192  9.8429
C  15.6263  8.6179  9.3914
C  16.0730  7.5216  8.6796
C  15.1779  6.4897  8.4733
C  13.8398  6.6403  8.8067
C  13.3783  7.7479  9.5245
C  11.9428  7.9599  9.7920
N  11.3783  8.6217  10.8281
C  10.0338  8.5397  10.6947
C  9.7565  7.8746  9.5421
N  10.9338  7.4579  9.0572
H  16.2451  9.4800  9.5119
H  17.1092  7.4527  8.3053
H  15.5470  5.6133  7.9536
H  13.1548  5.8035  8.6002
H  9.3919  9.0479  11.3300
H  8.7745  7.6148  9.1583
H  11.1035  7.0220  8.1762
O  11.0147  7.7342  15.4322
S  9.5771  7.2508  15.5100
C  9.3306  6.8350  17.2253
C  10.1217  5.5545  17.4412
C  9.7347  4.6684  16.2095
C  9.7538  5.4795  14.9113
H  8.2286  6.7660  17.3939
H  9.6730  7.6806  17.8029
H  9.8321  5.0578  18.3504
H  11.2116  5.7460  17.4956
H  8.7090  4.3198  16.4348
H  10.3930  3.8035  16.1281
H  8.9690  5.2661  14.2215
H  10.7162  5.4856  14.3765

Forces on atoms 1 to 3 (eV/Å):
Os -0.6 0.8 -0.3
C -1.3 0.6 -0.5
C 0.6 -0.2 0.0

spin multiplicity = 5
orbital gap (spin up / spin down) = 8.37 / 6.00 eV
E_HOMO (spin up / spin down) = -13.2 / -13.3 eV
total charge = +2
expectation value of S² = 6.0298